No. 1
{"formula": "C25H23F6N11O6S2SeZr", "method": "ωB97M-V/def2-TZVPD", "orbital_gap_ha": 0.2653, "homo_energy_ha": -0.26987, "total_energy_ha": -5864.57884, "symbols": ["Zr", "O", "C", "N", "C", "C", "C", "C", "C", "C", "N", "C", "O", "C", "C", "C", "C", "C", "N", "C", "C", "C", "C", "C", "N", "H", "H", "H", "H", "H", "H", "H", "H", "H", "H", "H", "H", "F", "C", "F", "F", "S", "O", "O", "N", "S", "O", "O", "C", "F", "F", "F", "C", "N", "C", "C", "N", "N", "C", "N", "N", "H", "H", "H", "H", "H", "H", "H", "H", "H", "H", "H", "Se", "C", "N"], "positions_angstrom": [[-0.172, 0.317, 0.779], [-2.037, -2.140, -1.622], [-1.638, -2.135, -0.465], [-1.829, -1.105, 0.434], [-3.089, -0.468, 0.398], [-4.228, -0.948, -0.251], [-5.426, -0.257, -0.169], [-5.505, 0.925, 0.548], [-4.388, 1.415, 1.205], [-3.180, 0.721, 1.137], [-1.955, 1.110, 1.722], [-1.924, 2.042, 2.713], [-2.858, 2.627, 3.234], [-0.532, 2.323, 3.215], [-0.324, 3.239, 4.229], [0.972, 3.464, 4.657], [2.009, 2.754, 4.070], [1.715, 1.855, 3.065], [0.465, 1.655, 2.636], [-0.891, -3.355, 0.033], [-0.584, -4.361, -0.878], [0.106, -5.473, -0.426], [0.468, -5.535, 0.910], [0.104, -4.485, 1.743], [-0.567, -3.418, 1.321], [-4.180, -1.861, -0.824], [-6.299, -0.649, -0.676], [-6.437, 1.473, 0.606], [-4.447, 2.324, 1.778], [-1.178, 3.751, 4.647], [1.174, 4.181, 5.441], [3.034, 2.892, 4.385], [2.485, 1.270, 2.582], [-0.901, -4.253, -1.906], [0.356, -6.280, -1.103], [1.016, -6.379, 1.308], [0.367, -4.500, 2.794], [-0.462, 3.774, -2.475], [-0.370, 4.682, -1.495], [0.282, 5.740, -1.951], [-1.597, 5.037, -1.133], [0.506, 3.957, -0.048], [-0.315, 2.807, 0.288], [0.612, 5.012, 0.899], [1.888, 3.564, -0.682], [2.398, 2.103, -0.854], [1.898, 1.195, 0.174], [2.414, 1.617, -2.199], [4.166, 2.295, -0.386], [4.751, 1.103, -0.500], [4.275, 2.713, 0.870], [4.767, 3.158, -1.191], [1.885, -2.669, -3.791], [1.941, -2.252, -2.398], [2.859, -2.941, -1.499], [1.078, -1.351, -1.880], [0.884, -1.198, -0.615], [0.397, -0.589, -2.809], [-0.579, 0.345, -2.527], [-1.228, 0.778, -3.630], [-0.801, 0.794, -1.344], [2.277, -3.681, -3.862], [2.482, -2.026, -4.444], [0.853, -2.693, -4.142], [3.661, -3.375, -2.091], [2.360, -3.736, -0.936], [3.307, -2.238, -0.796], [1.363, -1.905, -0.072], [0.831, -0.492, -3.712], [-1.276, 0.189, -4.441], [-1.919, 1.500, -3.533], [-1.616, 1.402, -1.321], [3.267, -2.747, 2.839], [1.963, -1.660, 2.385], [1.100, -0.951, 2.035]]}

***

No. 2
{"formula": "C28H53N5O14P2", "method": "ωB97M-V/def2-TZVPD", "orbital_gap_ha": 0.3968, "homo_energy_ha": -0.38391, "total_energy_ha": -3108.75089, "symbols": ["C", "C", "O", "P", "O", "O", "C", "C", "O", "C", "C", "H", "H", "H", "H", "H", "H", "H", "H", "H", "H", "H", "H", "H", "H", "H", "C", "C", "O", "P", "O", "O", "C", "C", "O", "C", "C", "H", "H", "H", "H", "H", "H", "H", "H", "H", "H", "H", "H", "H", "H", "H", "O", "C", "O", "C", "C", "O", "H", "H", "H", "H", "O", "C", "O", "C", "C", "O", "H", "H", "H", "H", "C", "C", "N", "H", "H", "H", "C", "C", "N", "H", "H", "H", "C", "C", "N", "H", "H", "H", "C", "C", "N", "H", "H", "H", "C", "C", "N", "H", "H", "H"], "positions_angstrom": [[4.335, 2.061, 7.603], [4.843, 2.541, 6.261], [4.382, 1.600, 5.288], [4.367, 2.105, 3.754], [3.399, 3.155, 3.415], [5.927, 2.462, 3.488], [6.164, 3.546, 2.543], [7.509, 3.319, 1.909], [4.025, 0.714, 3.029], [3.760, 0.723, 1.610], [2.290, 0.929, 1.343], [4.854, 1.178, 7.978], [4.429, 2.851, 8.351], [3.282, 1.785, 7.555], [4.435, 3.541, 6.086], [5.930, 2.646, 6.274], [5.362, 3.651, 1.812], [6.149, 4.446, 3.161], [8.255, 3.410, 2.709], [7.718, 2.330, 1.507], [7.754, 4.131, 1.225], [4.331, 1.546, 1.165], [4.125, -0.208, 1.178], [1.847, 1.764, 1.886], [2.155, 1.136, 0.280], [1.662, 0.110, 1.698], [-5.714, -3.307, 0.433], [-4.451, -2.671, -0.085], [-3.590, -3.629, -0.755], [-3.270, -3.413, -2.319], [-2.954, -2.024, -2.658], [-4.498, -4.064, -3.086], [-4.897, -5.419, -2.820], [-5.748, -5.917, -3.962], [-2.051, -4.405, -2.584], [-0.921, -4.478, -1.706], [0.293, -4.777, -2.550], [-5.472, -4.025, 1.216], [-6.468, -2.655, 0.879], [-6.329, -3.770, -0.346], [-4.538, -1.766, -0.686], [-3.840, -2.406, 0.782], [-4.018, -6.043, -2.641], [-5.525, -5.323, -1.926], [-6.000, -6.967, -3.821], [-6.632, -5.289, -4.061], [-5.206, -5.871, -4.910], [-0.775, -3.533, -1.170], [-1.079, -5.238, -0.938], [0.661, -3.962, -3.176], [1.143, -5.071, -1.929], [0.108, -5.586, -3.261], [-4.498, 0.226, 1.198], [-4.194, 1.330, 1.536], [-4.998, 2.397, 1.434], [-4.230, 3.599, 1.614], [-2.958, 3.063, 2.267], [-2.976, 1.672, 1.931], [-4.035, 4.099, 0.665], [-4.757, 4.352, 2.195], [-2.964, 3.118, 3.358], [-2.011, 3.489, 1.941], [-0.404, 2.980, 0.028], [-0.994, 2.043, -0.424], [-2.230, 2.112, -0.953], [-2.435, 0.919, -1.720], [-1.450, -0.078, -1.134], [-0.551, 0.797, -0.442], [-3.473, 0.628, -1.559], [-2.335, 1.039, -2.798], [-0.957, -0.740, -1.837], [-1.917, -0.744, -0.404], [3.970, -1.998, -1.638], [2.562, -1.818, -1.251], [1.477, -1.582, -0.962], [4.219, -3.052, -1.572], [4.612, -1.349, -1.049], [4.005, -1.642, -2.670], [-0.690, -1.759, -5.103], [0.752, -1.674, -4.954], [1.894, -1.586, -4.897], [-1.014, -1.773, -6.138], [-1.222, -0.963, -4.575], [-1.060, -2.586, -4.491], [1.932, 5.342, -0.058], [0.864, 5.913, 0.761], [0.010, 6.290, 1.418], [2.388, 6.152, -0.626], [1.451, 4.595, -0.691], [2.689, 4.860, 0.557], [0.137, 4.224, -4.899], [-0.568, 2.938, -4.872], [-1.127, 1.935, -4.886], [-0.050, 4.813, -5.793], [1.207, 4.002, -4.933], [-0.024, 4.837, -4.016], [-1.004, -2.359, 2.217], [-0.811, -3.372, 3.271], [-0.623, -4.146, 4.097], [-1.282, -2.853, 1.285], [-0.049, -1.873, 2.030], [-1.797, -1.678, 2.514]]}

***

No. 3
{"formula": "C21H14N3O6Pt", "method": "ωB97M-V/def2-TZVPD", "orbital_gap_ha": [0.2450, 0.2451], "homo_energy_ha": [-0.16721, -0.16726], "total_energy_ha": -1543.61035, "total_charge": -1, "symbols": ["Pt", "O", "C", "C", "C", "C", "C", "C", "C", "N", "N", "C", "O", "C", "C", "C", "C", "C", "C", "H", "H", "H", "H", "H", "H", "H", "H", "H", "H", "O", "C", "C", "C", "C", "C", "C", "C", "O", "N", "O", "O", "H", "H", "H", "H"], "positions_angstrom": [[0.457, 0.750, 0.731], [1.090, 2.622, 0.509], [0.481, 3.631, 1.098], [1.260, 4.625, 1.717], [0.682, 5.749, 2.274], [-0.703, 5.930, 2.242], [-1.477, 4.952, 1.648], [-0.913, 3.802, 1.092], [-1.780, 2.833, 0.442], [-1.408, 1.686, 0.039], [-2.349, 0.966, -0.671], [-1.835, -0.177, -1.089], [-0.665, -0.588, -0.905], [-2.778, -1.064, -1.849], [-2.612, -2.442, -1.768], [-3.466, -3.294, -2.456], [-4.484, -2.771, -3.246], [-4.646, -1.393, -3.337], [-3.800, -0.543, -2.637], [2.334, 4.474, 1.732], [1.312, 6.494, 2.748], [-1.157, 6.815, 2.668], [-2.556, 5.067, 1.601], [-2.815, 3.106, 0.246], [-1.802, -2.827, -1.159], [-3.335, -4.367, -2.381], [-5.145, -3.434, -3.793], [-5.436, -0.981, -3.957], [-3.921, 0.532, -2.684], [2.320, 0.745, 1.977], [3.179, -0.032, 1.572], [2.955, -1.385, 1.109], [4.068, -2.138, 0.753], [3.921, -3.428, 0.317], [2.640, -4.004, 0.198], [1.534, -3.287, 0.536], [1.632, -1.946, 1.033], [0.596, -1.320, 1.408], [5.101, -4.206, -0.041], [4.932, -5.332, -0.477], [6.198, -3.684, 0.069], [4.232, 0.301, 1.591], [5.063, -1.715, 0.827], [2.559, -5.018, -0.168], [0.539, -3.703, 0.440]]}

***

Q: Which formula does entry 3 have?
A: C21H14N3O6Pt